Density functional theory data (the ωB97M-V functional and the def2-TZVPD basis) for a molecular structure, C54H42MgN7OP.

CARTESIAN COORDINATES (ANGSTROEM)
1 H -5.041912 -4.585730 -2.572485
2 H -3.651146 3.614215 1.417304
3 C 2.186328 0.585661 -2.312863
4 C -1.874426 4.501369 0.643913
5 C -3.082068 -4.843770 -1.723609
6 H 1.144740 0.677073 -4.986070
7 H -0.639858 6.032844 0.102904
8 H -3.035692 -5.902302 -1.954851
9 C -5.266926 0.135723 0.844646
10 C -0.904132 0.607641 -4.162462
11 N -0.275843 0.665057 -1.962964
12 N 1.756987 0.330341 0.101492
13 C -2.060141 -2.868215 -0.778535
14 C 1.414274 3.591605 0.152637
15 H 3.703451 -4.088051 -2.963910
16 H 3.045831 -1.297645 -4.058300
17 N -0.751235 0.918714 2.112278
18 H 1.011181 -2.574528 4.658844
19 H 0.942711 -1.608524 2.400143
20 C 3.930313 0.086126 0.784859
21 C -0.677009 -2.837291 1.713309
22 H -0.244305 -2.449973 -2.726078
23 C -3.669591 1.357723 -0.445763
24 C -3.448777 -1.027550 3.863764
25 C 0.275499 -2.927856 3.944907
26 H -2.388523 -4.111207 1.419113
27 C -4.474182 -0.882746 2.977266
28 H 1.598154 -3.362811 -4.063786
29 Mg -0.345066 1.029371 0.101414
30 H -5.138625 -2.165878 -2.043761
31 H 2.455274 4.170968 4.837589
32 H -0.545955 1.112302 4.896463
33 H -1.400551 -0.609885 4.372320
34 H -2.326764 0.563291 -2.449397
35 H 4.833952 0.241359 -1.221218
36 C -1.900723 0.254834 2.488976
37 P -0.690225 -1.989458 0.074018
38 C 0.082188 1.759672 4.308247
39 C 3.965568 1.898369 -3.468356
40 C 1.774423 3.513571 4.308280
41 C 0.250237 -2.398104 2.663040
42 C -4.992965 0.922422 -0.239034
43 C 4.595346 -0.247093 -5.110936
44 H 4.762128 -0.058968 1.460495
45 H 2.915028 5.141661 0.138635
46 C 2.478635 4.441889 2.109164
47 N 0.697809 2.732341 0.845498
48 H -5.764684 1.198527 -0.947380
49 C 0.840042 2.681154 2.207406
50 N 7.180258 1.181497 -7.005742
51 H 3.914358 -3.909314 -0.500787
52 C 2.337222 4.463968 0.751798
53 C -2.016540 -4.230267 -1.085899
54 C 0.658916 -2.785618 -2.226912
55 C 2.880832 -3.701871 -2.371269
56 H 3.175737 5.110759 2.604710
57 C -1.608279 -4.307194 3.398164
58 C 3.965026 0.241686 -0.577540
59 C -2.710934 4.008587 1.800723
60 H 4.850657 -1.080436 -5.754194
61 H -2.176938 3.184315 2.281895
62 C 0.748251 -2.720659 -0.832444
63 N -1.271733 5.708427 0.813771
64 H -3.607297 -1.591189 4.777736
65 H -1.554690 0.568582 -5.025597
66 H 5.514074 2.961017 -4.512468
67 H -0.646401 -4.302752 5.319495
68 H 2.158496 0.125446 2.155043
69 H -1.336102 6.216211 1.673988
70 C 3.266616 0.702866 -3.341164
71 C -4.266075 -2.751370 -1.773920
72 C -3.192126 -2.140062 -1.131542
73 C 6.343276 1.081258 -6.221835
74 H -2.911703 4.785007 2.539017
75 C 3.587306 -0.367232 -4.168228
76 C 2.997471 -3.603614 -0.992296
77 C -4.249329 -0.156981 1.780141
78 C 1.713280 3.550518 2.892839
79 C -2.176882 -0.448137 3.640980
80 C -1.621207 -3.784486 2.108534
81 H -2.352550 -5.042833 3.684173
82 C 0.473400 0.668369 -4.139689
83 C -2.963697 0.349073 1.508237
84 H -6.267318 -0.248690 1.017435
85 C 1.704965 -3.290297 -2.986284
86 C 2.608547 0.396725 -1.001681
87 O -1.710061 3.835198 -0.367717
88 C 1.938411 -3.122147 -0.228592
89 C 2.555727 0.158127 1.145256
90 H 0.976941 2.632752 6.061466
91 H 1.256654 3.594447 -0.923481
92 C -0.655650 -3.890937 4.316552
93 H 3.717350 2.730397 -2.818511
94 N -2.678084 1.042133 0.357455
95 H 2.050348 -3.080542 0.845276
96 C 5.289982 0.954261 -5.235054
97 C 4.971811 2.029795 -4.411073
98 C -4.211017 -4.103957 -2.070130
99 H -1.138728 -4.811141 -0.826004
100 H -3.233833 -1.082048 -0.901956
101 H -5.458961 -1.290026 3.181429
102 C 0.863370 0.675177 -2.775355
103 C -1.309413 0.612701 -2.811072
104 C 0.953232 2.651391 4.975681
105 H -3.419620 1.990332 -1.290935
106 C 0.023856 1.704526 2.920387

Forces on atoms 1 to 3 (eV/Å):
H 0.039 0.016 0.019
H 0.023 0.015 0.014
C -0.027 -0.014 0.134

The calculation puts the frontier orbital gap at 6.429 eV.

---

Density functional theory data (the ωB97M-V functional and the def2-TZVPD basis) for a molecular structure, C54H43BF4KN7O3P2.

CARTESIAN COORDINATES (ANGSTROEM)
1 H 2.984241 0.974986 3.886577
2 C -0.432629 3.670313 -2.239109
3 C -2.288499 -1.237012 -4.991354
4 H 0.248401 4.088414 4.504022
5 H 5.604300 1.805343 0.592455
6 C 2.183322 4.035402 0.337197
7 C -0.781410 -1.518895 5.096015
8 H -1.949244 -6.096791 -0.144126
9 F 1.595123 5.035007 -3.605669
10 H -1.402986 5.499916 3.313377
11 C 1.063947 3.634907 -0.269769
12 C 0.193085 -2.140968 5.865535
13 C 3.217882 0.921042 2.832080
14 H -5.400079 -3.234925 3.457653
15 C 1.984998 -0.279746 -2.131425
16 C 2.932500 5.083072 -1.744056
17 C 2.397745 -2.842539 0.809286
18 O -1.638568 -0.608608 -2.757300
19 O -2.011654 -2.754063 -3.146882
20 C -0.373692 -1.867476 -6.262304
21 C 4.335659 5.239749 0.278314
22 C 3.771775 0.797008 0.108928
23 H -4.814117 -1.379264 0.073624
24 H 3.437703 -1.859372 -2.125584
25 C 1.964360 1.103337 -4.122183
26 C 1.075589 -4.582449 -0.902392
27 H 0.581123 1.284416 -2.490034
28 H 3.429393 0.623762 -5.616806
29 C -1.956152 -1.494328 -3.524747
30 F 0.205215 2.896519 0.395760
31 H -0.086286 -2.657099 6.774282
32 F 3.837735 5.741091 -2.444300
33 C -0.763862 3.978271 -3.603634
34 H -1.430370 -0.000352 -6.538591
35 C -5.666826 -1.455995 4.637201
36 C -0.584424 2.245219 3.798090
37 N -4.703878 -0.379490 0.217460
38 C -3.795730 -1.847457 3.176349
39 H 4.349805 -1.288803 -4.346241
40 H -5.659672 0.416757 5.688491
41 B -2.922622 -5.388949 0.030389
42 C 4.616687 5.031298 1.674238
43 C 1.446184 0.762802 -2.879290
44 H -3.560755 -5.715603 1.011761
45 C 1.790233 4.724474 -2.334916
46 C -0.519869 3.630220 3.892919
47 O 1.130226 -0.210696 2.335821
48 C -1.448419 2.887760 -1.586947
49 H 0.123721 1.641051 4.352981
50 C 1.515853 -2.116721 5.454301
51 C -3.930683 0.198512 4.440239
52 H -1.817796 -1.561432 5.406617
53 C 3.020119 0.370318 -4.646877
54 C -2.474698 2.437047 2.339457
55 H 0.309079 -2.836369 -1.859150
56 C -1.561660 1.629200 3.021618
57 C 1.842736 -5.085673 0.140196
58 H 5.093062 1.931620 3.015194
59 K -1.829541 -0.396253 -0.388961
60 H -0.469377 -0.020626 -5.055599
61 C 1.609616 -2.333511 -0.217192
62 C 2.590261 0.232282 0.581291
63 C 1.877877 -1.462879 4.282904
64 C 2.507720 -4.215989 0.990474
65 H 1.528520 1.916195 -4.693187
66 H -3.149620 -0.566617 -5.002326
67 P -1.668426 -0.182293 2.728484
68 H 1.897712 -6.154747 0.299333
69 H -3.282658 -2.472409 2.452579
70 H -5.299755 0.098023 -0.448394
71 C 0.952558 -3.215596 -1.072662
72 C 3.027878 -1.023612 -2.681253
73 H 2.942831 -2.177076 1.467167
74 C -5.136862 -0.220282 4.985838
75 H 2.278166 -2.616665 6.038056
76 H 0.191613 -2.364968 -5.469451
77 C -2.398210 -3.899011 0.251487
78 C -4.994136 -2.270442 3.735987
79 C 3.215817 4.807276 -0.341334
80 H -3.238483 1.978175 1.718005
81 C -1.539925 -2.739049 -6.712623
82 C -1.081194 -0.628875 -5.717196
83 H -5.064276 -0.189034 1.146645
84 H 0.317519 -1.645124 -7.073595
85 C 3.539355 -0.702860 -3.931016
86 N -2.227639 2.178598 -1.131933
87 C 2.337400 0.308344 1.953598
88 N 6.262302 6.559488 -0.831282
89 H -3.655851 -5.366820 -0.943484
90 C 5.382217 5.975654 -0.380788
91 F 2.376231 3.729002 1.601548
92 C -2.426967 3.817841 2.449247
93 C 4.676991 1.397812 0.976610
94 N -2.565120 -2.511903 -5.671089
95 H -2.290178 -3.252395 -3.951352
96 H -1.286883 -3.796164 -6.777348
97 P 1.293520 -0.554006 -0.455455
98 H 0.519302 -5.255748 -1.539261
99 N -2.079432 -2.794626 0.401965
100 H 3.113829 -4.601836 1.801100
101 H 4.000040 0.746371 -0.949230
102 H 2.906545 -1.453963 3.950300
103 H -3.505754 -2.561243 -6.031725
104 H -6.605032 -1.782901 5.068059
105 H -1.897399 -2.410222 -7.693422
106 N -1.095268 4.157960 -4.688629
107 H -3.157337 4.423614 1.926008
108 C 0.891248 -0.835951 3.542553
109 C 0.738600 3.994776 -1.644279
110 C -1.443116 4.421043 3.224040
111 H -3.519399 1.161391 4.719775
112 C 4.397899 1.456395 2.334710
113 C -3.252202 -0.610176 3.531566
114 C -0.451433 -0.856109 3.919356
115 N 4.932734 4.904008 2.770643

Forces on atoms 1 to 3 (eV/Å):
H -0.001 0.015 -0.002
C -0.357 -0.092 -0.088
C -0.042 0.000 -0.079

The value obtained for the energy above the lowest of the compared OMol25 structures with the same formula, charge and spin is 0.0 kcal per mole. The calculation puts the frontier orbital gap at 4.413 eV.

---

Density functional theory data (the ωB97M-V functional and the def2-TZVPD basis) for a molecular structure, C54H44N5O3ReS.

CARTESIAN COORDINATES (ANGSTROEM)
1 C 2.528463 -5.168504 -1.219543
2 C 4.115087 0.481103 -4.371616
3 H 0.970596 3.228127 0.634200
4 H -3.371741 1.443970 -2.217478
5 H -2.439338 0.864521 6.832201
6 C -4.846638 1.163511 -0.697706
7 C 3.303276 1.228587 0.982838
8 C -3.282560 -1.603774 2.331160
9 O 2.889534 -2.521163 -0.697268
10 C -5.690304 -2.945487 1.859880
11 C -4.145809 1.608853 1.546997
12 H -5.365829 -2.453777 -0.206684
13 C -3.793856 -1.716205 1.037542
14 C -1.804163 0.367009 6.109042
15 C -4.985106 -2.378612 0.804913
16 H -3.592675 -2.147583 4.387921
17 H 3.826835 -6.139730 0.105981
18 H -2.436799 6.799063 0.534611
19 C 0.215424 1.428920 -5.466570
20 N 1.230670 -0.523210 -1.467907
21 H 0.531388 1.786106 -6.439419
22 Re 0.125264 -0.311156 0.289297
23 N -1.264398 -0.566965 1.546700
24 H 5.414450 -2.595326 -4.906200
25 H 2.796495 -5.122740 2.161650
26 H 3.941618 0.414578 -0.966270
27 C 0.327207 -0.544826 5.484183
28 C -3.580995 1.511687 -1.157196
29 C 1.393113 -4.191554 -1.423365
30 H -0.273424 -4.092277 -2.580469
31 H -5.719540 -3.304396 3.975688
32 C 2.814748 -1.202349 -3.231824
33 O -0.174965 1.580305 -0.429592
34 H -2.111699 2.242025 1.786834
35 C -0.175660 -0.868137 4.234584
36 H -3.241304 -1.267491 0.222577
37 C -2.590323 1.930810 -0.276731
38 C 4.720560 2.728300 2.271442
39 C 0.457806 -4.119681 -0.193507
40 H -0.483504 -2.089427 -2.760996
41 C 2.983687 -5.467943 -0.006918
42 H 0.835039 -0.613684 -5.793452
43 H -6.624511 -3.462789 1.676341
44 C 0.343834 -1.675362 -3.332192
45 C -2.884710 1.946359 1.085972
46 H 1.431912 5.400556 1.731015
47 H -0.273834 7.202466 1.676932
48 H 1.770968 2.158454 3.864291
49 C -1.678152 6.025167 0.552180
50 C -0.713024 1.803543 -3.284273
51 H -4.353620 1.639218 2.610369
52 H 5.648357 3.276160 2.376680
53 C 2.548669 2.106883 3.111866
54 C -2.311154 0.029513 4.861756
55 C -0.969834 3.790256 -0.032715
56 H 2.383594 0.892080 -3.163637
57 O 1.174946 0.618058 1.959924
58 H 3.541574 -3.216116 -3.451451
59 C 2.001485 -2.772764 -1.474495
60 C 4.746621 -1.826024 -4.538454
61 C 2.332183 -4.950474 1.198521
62 H -6.121763 0.950735 1.015951
63 C 0.238743 4.024297 0.608053
64 H -0.088707 0.337154 7.398918
65 H 5.247651 1.874762 0.382023
66 C 3.044815 0.130109 -3.561543
67 H -3.338955 0.268628 4.614065
68 C -1.214844 2.435746 -0.737059
69 H -2.219154 3.136885 -2.550601
70 C -5.186342 -2.851521 3.148423
71 C 4.966871 -0.495274 -4.866628
72 C 0.487853 5.245805 1.221907
73 C -1.927808 4.802583 -0.051806
74 C -0.466243 6.251563 1.194592
75 N -0.654446 0.511837 -3.000767
76 H 4.282453 1.523421 -4.614296
77 H 1.074557 -4.432376 -3.440991
78 C -1.503340 -0.593527 3.913442
79 C 3.120661 0.500518 -0.261278
80 C -1.986842 -0.895910 2.526565
81 H 1.362665 -0.760256 5.717360
82 H -0.290208 -4.911297 -0.330435
83 H 0.586089 -2.326732 -4.173440
84 H -0.587616 3.681669 -2.387592
85 H -2.887153 4.624068 -0.526430
86 H -0.329956 3.367307 -4.716630
87 H 0.595252 -4.061413 2.002102
88 C -0.485306 0.074278 6.425759
89 C 1.596374 -1.574853 -2.392659
90 H 2.978080 -5.594213 -2.111130
91 C 0.363237 0.091938 -5.121068
92 H 5.804261 -0.220775 -5.496109
93 C 3.727554 2.808701 3.247689
94 N 1.977758 0.002121 -0.528939
95 C -1.218965 2.798569 -2.265398
96 H -5.601874 0.836028 -1.402821
97 N 0.593660 -4.617401 -2.567902
98 C -0.272782 2.303812 -4.519167
99 H 3.879991 3.427839 4.125126
100 C -5.138728 1.226763 0.654245
101 C 1.145528 -4.353279 1.115796
102 C 3.680805 -2.174187 -3.722001
103 C -3.989920 -2.187399 3.382688
104 C -0.031574 -0.312089 -3.854587
105 S -0.624775 -2.625926 -0.181177
106 C 4.492707 1.941950 1.159936
107 H 0.461162 -1.313654 3.481787
108 C 2.292640 1.286332 1.987870

Forces on atoms 1 to 3 (eV/Å):
C -0.005 -0.055 0.105
C -0.012 0.014 0.008
H -0.005 0.015 0.002

The value obtained for the energy above the lowest of the compared OMol25 structures with the same formula, charge and spin is 5.9 kcal per mole. As for the spin multiplicity: 4. The calculation puts the frontier orbital gap (alpha / beta) at 6.136 / 6.580 eV. As for the expectation value of S²: 3.7910. Its charge is -1.